Entry 1:
{"formula": "C14H46N6O10", "method": "the ωB97M-V functional and the def2-TZVPD basis", "symbols": ["C", "O", "N", "N", "H", "H", "H", "H", "C", "O", "N", "N", "H", "H", "H", "H", "C", "O", "C", "C", "N", "C", "C", "O", "C", "H", "H", "H", "H", "H", "H", "H", "H", "H", "H", "H", "H", "H", "H", "H", "C", "O", "C", "C", "N", "C", "C", "O", "C", "H", "H", "H", "H", "H", "H", "H", "H", "H", "H", "H", "H", "H", "H", "H", "O", "H", "H", "O", "H", "H", "O", "H", "H", "O", "H", "H"], "xyz": [[3.357049, 8.567780, -1.843220], [3.408429, 7.704450, -2.705700], [4.050319, 8.440810, -0.781780], [2.530849, 9.546830, -1.809900], [4.472669, 7.535710, -0.631740], [4.045719, 9.189840, -0.104270], [1.984729, 9.761390, -2.631970], [2.509459, 10.111530, -0.972790], [0.218539, 7.342400, 4.176690], [-0.592571, 8.250980, 4.381080], [0.959789, 6.836660, 5.070730], [0.414619, 6.866080, 2.997050], [0.751279, 7.224200, 5.979820], [1.452129, 5.963760, 4.945260], [0.910809, 5.988760, 2.932230], [-0.102711, 7.165620, 2.182960], [-5.568901, -6.308330, 0.599800], [-4.363161, -6.220230, -0.183470], [-4.528641, -6.546540, -1.560480], [-3.292231, -6.113330, -2.425890], [-3.035121, -4.603150, -2.337540], [-4.065871, -3.839120, -3.053850], [-5.035961, -3.136370, -2.032980], [-4.427491, -2.157080, -1.145600], [-3.258221, -1.333230, -1.548300], [-5.529691, -6.783800, 1.579850], [-6.372351, -6.896740, 0.156690], [-5.977361, -5.299340, 0.656420], [-5.447171, -6.245580, -2.064290], [-4.570261, -7.623350, -1.724350], [-3.222141, -6.400540, -3.475030], [-2.457541, -6.435400, -1.803270], [-2.971661, -4.297030, -1.377140], [-4.583021, -4.360410, -3.859390], [-3.486771, -3.147640, -3.665890], [-5.428671, -3.951080, -1.424600], [-5.858021, -2.516230, -2.390380], [-3.207921, -0.967550, -2.573900], [-2.347531, -1.930790, -1.507430], [-3.237371, -0.437180, -0.928020], [3.473729, -0.891480, -2.106350], [2.668279, -1.505000, -1.161190], [3.571729, -2.075280, -0.215670], [2.831479, -2.740470, 0.945560], [1.689839, -3.493220, 0.489790], [0.658799, -3.860400, 1.452340], [-0.168841, -2.674530, 2.078960], [-1.237761, -3.306220, 2.768720], [-2.029131, -2.354710, 3.443250], [2.810819, -0.659910, -2.940030], [4.408089, -1.354680, -2.423390], [3.759899, 0.088050, -1.723280], [4.318069, -1.375840, 0.160960], [4.113809, -2.905960, -0.667570], [2.491649, -2.070200, 1.735100], [3.498689, -3.469680, 1.405110], [1.306569, -3.149660, -0.379210], [1.112379, -4.434730, 2.260120], [0.052689, -4.524310, 0.835930], [-0.563361, -2.139010, 1.215440], [0.503499, -2.086130, 2.703330], [-1.381811, -1.743770, 4.072400], [-2.749521, -2.839650, 4.102020], [-2.419351, -1.573860, 2.790500], [2.444589, 2.496810, -0.028330], [2.641099, 1.718000, -0.548970], [3.003629, 3.180100, -0.398220], [0.669999, 4.698060, -5.003250], [0.329309, 5.410660, -5.543960], [1.432209, 5.074170, -4.563000], [2.231719, 1.565700, 4.184250], [1.807669, 1.255310, 3.384210], [3.079989, 1.899490, 3.892270], [6.910979, 3.913390, 0.203560], [7.474479, 3.577290, -0.493380], [7.156079, 3.404880, 0.976590]], "forces_ev_per_angstrom": [[-0.38, -3.52, -2.88], [-0.17, -0.39, -1.50], [3.34, -0.32, 4.65], [-3.03, 4.04, -0.53], [0.20, 0.51, 0.23], [0.40, -0.69, 0.25], [0.10, 0.12, 0.40], [-0.48, 0.20, -0.62], [-4.03, 3.98, -1.08], [0.14, 0.16, 0.35], [2.88, -1.80, 4.98], [0.85, -2.37, -4.84], [0.40, -0.58, 0.15], [-0.07, 0.34, 0.37], [-0.09, 0.24, -0.48], [-0.06, -0.01, 0.53], [-0.71, 0.40, -0.88], [-0.52, -0.43, -0.28], [0.64, -0.98, -1.70], [0.41, 2.82, 3.32], [-1.04, -1.82, -1.53], [0.46, 1.68, 0.70], [0.93, 0.85, -0.65], [1.72, 0.44, -0.06], [-0.87, -1.25, -0.34], [1.16, 0.35, 0.09], [0.19, -0.19, -0.78], [0.00, 0.09, 0.46], [-0.38, 0.85, 0.56], [0.02, -0.53, 0.51], [-0.36, -0.32, 0.34], [0.31, -0.85, -0.62], [-0.19, -0.20, 0.19], [-0.35, -0.72, 0.57], [-0.28, 0.84, 0.16], [-0.02, 0.27, 0.36], [-0.25, -0.73, -1.05], [-0.92, -0.08, -0.34], [0.12, 0.00, 0.64], [-0.04, -0.45, 0.33], [-0.85, 2.04, -1.09], [1.19, -1.02, 1.12], [-0.80, -1.29, 0.99], [-0.68, -0.02, 0.20], [-0.11, -0.22, -0.45], [0.36, 0.64, -0.46], [0.25, -2.44, -1.37], [0.15, 0.52, 0.16], [0.88, 0.64, 0.51], [0.33, -0.24, -0.38], [-0.27, -0.73, 0.07], [0.39, 0.35, 0.14], [-0.10, 0.40, -0.04], [0.17, 0.07, -0.56], [0.41, 0.64, 0.04], [0.44, 0.21, 0.21], [-0.02, 0.16, 0.14], [-0.04, -0.13, 0.05], [-0.66, 0.00, 0.66], [-0.03, 0.67, 0.15], [-0.36, 0.31, 0.27], [0.26, -0.08, 0.59], [-0.15, -0.02, -0.49], [-0.75, -0.42, -0.46], [-0.12, 0.00, 0.30], [-0.03, -0.26, -0.15], [0.15, 0.23, -0.10], [-0.11, -0.26, -0.01], [-0.09, 0.16, -0.13], [0.24, 0.14, 0.17], [-0.07, 0.03, 0.29], [-0.14, -0.06, -0.25], [0.21, 0.07, -0.09], [-0.21, 0.15, 0.00], [0.14, -0.04, -0.22], [0.05, -0.11, 0.23]], "lumo_energy_ev": -0.02, "largest_force_ev_per_a": 6.0, "e_above_lowest_kj_mol": 265.60, "homo_lumo_gap_ev": 8.3}

***

Entry 2:
{"formula": "C10H18N2O5", "method": "the ωB97M-V functional and the def2-TZVPD basis", "symbols": ["C", "C", "C", "C", "C", "C", "C", "C", "C", "C", "H", "H", "H", "H", "H", "H", "H", "H", "H", "H", "H", "H", "H", "H", "H", "H", "H", "H", "N", "N", "O", "O", "O", "O", "O"], "xyz": [[1.742675, -1.546251, 0.256936], [0.547259, -1.168606, 1.132452], [2.798810, -0.384135, 0.500492], [2.855670, 0.794215, -0.450137], [-0.982277, -0.012056, -0.319529], [-0.658644, 1.372872, 0.223268], [-2.417689, -0.172961, -1.029342], [-2.347506, -1.486871, -1.815673], [-3.409610, -0.340631, 0.050856], [-3.783016, 0.977855, 0.764028], [2.431325, -1.943345, -1.681660], [0.924756, -2.499621, -1.157099], [2.231222, -2.507483, 0.730859], [2.644301, -0.134894, 1.583013], [3.724251, -0.753827, 0.479905], [1.758335, 1.978993, -1.422352], [-1.347817, -0.793451, 1.484700], [-0.194296, -0.259545, -0.998902], [-2.540865, 0.806865, -1.715092], [-2.511222, -2.371419, -1.173811], [-1.442599, -1.501032, -2.299428], [-2.983911, -1.620124, -2.677615], [-4.256021, -0.939486, -0.278517], [-2.914430, -1.031222, 0.788897], [-3.055957, 1.134599, 1.594604], [-4.724752, 0.731649, 1.252952], [-3.944818, 1.850971, 0.035043], [0.092039, 2.253681, 1.554889], [1.518232, -1.682599, -1.185697], [-0.740925, -1.036398, 0.687838], [0.847310, -1.208778, 2.292549], [3.916260, 1.215818, -0.817562], [1.620875, 1.157482, -0.920316], [-0.798170, 2.348341, -0.507357], [-0.011865, 1.291024, 1.390752]], "forces_ev_per_angstrom": [[2.29, 0.97, -0.46], [0.86, -1.86, -0.13], [-3.69, 0.44, 1.44], [-0.85, -1.56, 0.01], [-0.87, -0.44, -0.46], [-0.33, -0.62, -3.22], [1.93, 1.09, -1.20], [-1.36, 0.04, 0.41], [-0.19, 0.19, 1.35], [-0.44, -0.45, -0.27], [-1.80, 0.36, 1.03], [-0.16, -0.40, -1.17], [-1.18, 1.81, -0.64], [0.12, 0.45, -1.03], [3.72, -1.67, -0.27], [-0.23, -0.12, -0.14], [0.79, -0.72, -0.01], [0.27, 0.64, -1.16], [0.07, -2.31, 1.53], [0.40, 0.47, -0.18], [2.67, -0.58, -0.78], [-1.07, 0.46, 0.06], [-0.38, 0.42, -0.22], [-0.93, 0.52, -0.55], [-0.41, 0.61, -0.79], [-0.18, 0.57, 0.20], [0.53, -1.22, 1.31], [0.57, -0.42, 0.64], [0.98, -1.03, 0.07], [-1.19, 0.85, 0.76], [-0.59, 0.10, 1.70], [-0.46, 0.86, -0.20], [1.83, 0.71, 0.28], [0.07, -0.68, 2.18], [-0.80, 2.52, -0.09]], "lumo_energy_ev": 0.59, "largest_force_ev_per_a": 4.1, "e_above_lowest_kj_mol": 287.31, "homo_lumo_gap_ev": 10.4}

***

Entry 3:
{"formula": "C5H9NO", "method": "the ωB97M-V functional and the def2-TZVPD basis", "symbols": ["C", "C", "O", "C", "C", "C", "N", "H", "H", "H", "H", "H", "H", "H", "H", "H"], "xyz": [[-1.853549, 0.034347, -0.350690], [-0.581836, -0.453557, 0.305705], [-0.257756, -1.783751, 0.093380], [0.639228, 0.454732, 0.046086], [2.045999, -0.144419, 0.135007], [0.479592, 1.595043, -0.863174], [0.339343, 2.563088, -1.487322], [-2.020950, 1.089514, -0.103496], [-2.664168, -0.558233, 0.081230], [-1.846622, -0.070263, -1.442007], [-0.766494, -0.300795, 1.473393], [-1.018433, -2.249841, 0.462709], [0.280976, 0.692571, 1.067228], [2.784873, 0.662714, 0.186343], [2.342348, -0.824070, -0.673806], [2.097445, -0.707074, 1.069411]], "forces_ev_per_angstrom": [[-0.18, -0.10, 0.01], [-0.78, 0.02, 1.10], [-0.52, -0.62, -0.24], [-0.25, 0.24, 1.19], [-0.03, -0.05, 0.15], [-0.31, 0.63, -0.29], [0.23, -1.24, 0.60], [-0.03, -0.23, -0.05], [-0.20, 0.14, -0.24], [0.12, -0.05, 0.23], [-0.20, -0.95, -1.83], [0.24, -0.52, -0.21], [2.37, 2.65, -0.39], [-0.17, -0.14, 0.00], [-0.40, 0.25, 0.06], [0.13, -0.03, -0.11]], "lumo_energy_ev": 0.50, "largest_force_ev_per_a": 3.6, "e_above_lowest_kj_mol": 253.45, "homo_lumo_gap_ev": 10.6}

***

Entry 4:
{"formula": "CH2Cl2N2", "method": "the ωB97M-V functional and the def2-TZVPD basis", "symbols": ["C", "N", "N", "Cl", "Cl", "H", "H"], "xyz": [[-0.193730, -0.117704, 0.100938], [-1.004608, -0.993427, 0.277935], [-0.122849, 1.058072, -0.497672], [2.149436, -0.286218, 0.598329], [-0.910101, -2.325164, 1.206254], [-0.894823, 1.442769, -1.052774], [0.976675, 1.221672, -0.633009]], "forces_ev_per_angstrom": [[1.41, 0.65, -0.50], [-0.09, 0.05, 0.00], [3.46, 0.38, -0.17], [-2.16, -0.03, -0.29], [0.01, -0.90, 0.61], [0.63, -0.37, 0.40], [-3.27, 0.21, -0.05]], "lumo_energy_ev": -1.15, "largest_force_ev_per_a": 3.5, "e_above_lowest_kj_mol": 183.49, "homo_lumo_gap_ev": 9.1}